Record 1
{"formula": "C32H50Cl2F5NO30P4S2", "method": "the ωB97M-V functional and the def2-TZVPD basis", "elements": ["C", "C", "P", "C", "C", "C", "O", "C", "C", "C", "C", "O", "O", "P", "P", "O", "O", "O", "S", "C", "O", "O", "C", "Cl", "C", "C", "Cl", "C", "C", "C", "C", "S", "O", "O", "O", "N", "O", "P", "O", "O", "O", "H", "H", "H", "H", "H", "H", "H", "H", "H", "H", "H", "H", "H", "H", "H", "H", "H", "H", "H", "H", "H", "H", "H", "H", "H", "H", "H", "H", "H", "H", "H", "H", "H", "H", "H", "C", "C", "O", "C", "O", "O", "F", "H", "H", "H", "C", "C", "O", "C", "O", "O", "F", "H", "H", "H", "C", "C", "O", "C", "O", "O", "F", "H", "H", "H", "C", "C", "O", "C", "O", "O", "F", "H", "H", "H", "C", "C", "O", "C", "O", "O", "F", "H", "H", "H"], "coordinates": [[4.26424, -2.58316, 3.05329], [4.13790, -1.36009, 2.09006], [3.26312, -1.85059, 0.56176], [4.52160, -2.08263, -0.75808], [4.97492, -3.56759, -0.84830], [1.70320, -0.84685, -0.06734], [0.65918, -1.09242, 0.87184], [-0.46223, -1.88100, 0.85969], [-0.35793, -3.33677, 1.40163], [0.85270, -3.60417, 2.31403], [0.59641, -4.83250, 3.15378], [0.92896, -4.97968, 4.31554], [-0.02741, -5.81276, 2.44369], [-1.44369, -2.09944, -0.76873], [-3.40408, -1.19457, -0.84147], [-3.56534, 0.13276, -0.25336], [-3.74465, -1.13826, -2.42592], [-4.48207, -2.26889, -0.35454], [-1.45544, -1.04728, 2.21471], [-3.06566, -1.78229, 2.42073], [-0.71459, -1.31924, 3.42952], [-1.57180, 0.36631, 1.98843], [1.51621, -1.53955, -1.42617], [1.51360, -3.32083, -1.32408], [1.28858, -1.14903, -2.68552], [1.12766, -2.04715, -3.87370], [1.10642, 0.51689, -3.09648], [1.93516, 0.69367, 0.00158], [2.41123, 1.24669, 1.38675], [1.68369, 0.91594, 2.69434], [2.58671, 1.46972, 3.83681], [1.63334, 2.04783, 5.22244], [0.58749, 1.11443, 5.48743], [1.28383, 3.41334, 5.02480], [2.67788, 2.01475, 6.43992], [2.89630, 1.21740, -0.96844], [4.19388, 0.68785, -0.69551], [0.40329, 1.73526, -0.31682], [0.62213, 2.78748, -1.34757], [-0.02050, 2.51558, 1.00513], [-0.80075, 0.79667, -0.78716], [5.24046, -2.59739, 3.53092], [4.02322, -3.51567, 2.55383], [3.54132, -2.43959, 3.85735], [3.81701, -0.53318, 2.70671], [5.17365, -1.11261, 1.83335], [5.40071, -1.51655, -0.44846], [4.25035, -1.67375, -1.72577], [4.25433, -4.18010, -0.30982], [5.03518, -3.87610, -1.88747], [5.93919, -3.68062, -0.36166], [-0.31184, -4.05234, 0.58897], [-1.25778, -3.60810, 1.94865], [1.13480, -2.77290, 2.94285], [1.67575, -3.90580, 1.66589], [-0.33346, -6.48497, 3.06581], [-1.78119, -3.46320, -0.81255], [-3.09140, -0.54840, -2.82323], [-4.96454, -2.63672, -1.10475], [-3.19924, -2.72878, 1.90692], [-3.18097, -1.96543, 3.48476], [-3.82356, -1.06487, 2.12401], [0.90376, -1.43856, -4.73920], [2.06222, -2.58283, -4.01662], [0.31242, -2.74516, -3.69355], [2.35365, 2.33425, 1.27627], [3.47204, 1.07381, 1.54116], [1.66120, -0.15740, 2.84998], [0.70457, 1.35328, 2.84270], [3.35997, 0.77421, 4.15175], [3.08202, 2.35768, 3.44227], [2.72062, 1.08608, 6.71069], [2.96652, 2.21915, -0.83009], [4.82361, 1.40200, -0.83527], [-0.45722, 3.33229, 0.73916], [-1.44970, 1.38704, -1.19172], [1.12391, 0.65416, -7.78894], [2.47844, 1.02846, -8.36789], [3.37335, 0.58958, -7.35665], [2.77599, -0.45023, -6.71255], [3.32112, -1.19397, -5.97009], [1.46194, -0.51286, -7.01990], [2.63766, 2.35900, -8.53377], [0.71864, 1.40102, -7.12881], [0.38652, 0.42353, -8.55268], [2.71892, 0.52594, -9.30675], [0.32417, 5.51001, -5.13951], [-0.55394, 4.41222, -4.58430], [-0.97534, 3.74482, -5.76484], [0.00300, 3.91641, -6.69635], [0.09680, 3.27816, -7.69202], [0.85514, 4.89856, -6.32226], [-1.63631, 4.90779, -3.94295], [-0.25406, 6.39268, -5.41480], [1.12082, 5.80286, -4.46099], [-0.04130, 3.70446, -3.92877], [3.83616, 4.80290, -2.95087], [5.24406, 5.03074, -3.45255], [6.02149, 4.81739, -2.28222], [5.33142, 3.94575, -1.50552], [5.77818, 3.34127, -0.58629], [4.04886, 3.83805, -1.91894], [5.42597, 6.29965, -3.88414], [3.40594, 5.70810, -2.52062], [3.16619, 4.41511, -3.71340], [5.56687, 4.33699, -4.23040], [-7.89247, -0.76933, 1.08454], [-8.55861, -0.88281, 2.43501], [-8.04491, -2.11046, 2.92461], [-6.81422, -2.27948, 2.35566], [-6.00024, -3.05115, 2.73610], [-6.64790, -1.43850, 1.31027], [-9.90686, -0.97561, 2.32992], [-8.45265, -1.29216, 0.30795], [-7.72911, 0.25949, 0.77514], [-8.30703, -0.08144, 3.13237], [-7.64460, -1.37051, 6.67323], [-6.49241, -0.42524, 6.42689], [-7.09502, 0.84261, 6.60053], [-8.12991, 0.67874, 7.48030], [-8.68048, 1.55923, 8.04263], [-8.43015, -0.63822, 7.61875], [-6.02354, -0.52502, 5.15769], [-8.22841, -1.54340, 5.76749], [-7.33188, -2.32709, 7.08280], [-5.66133, -0.53273, 7.12540]], "mulliken_charge": [-1.394, 0.310, 0.919, -0.780, -1.346, 0.686, -0.917, 0.519, -2.176, 1.124, -0.051, -0.610, -0.420, 0.331, 0.919, -0.697, -0.636, -0.418, 1.464, -1.601, -0.774, -0.597, -0.606, -0.215, 0.533, -1.686, 0.276, 0.304, -2.563, 0.361, -1.203, 1.280, -0.577, -0.664, -0.498, 0.050, -0.303, -0.634, -0.292, -0.263, 0.444, 0.396, 0.202, 0.426, -0.756, 0.724, 0.431, 0.535, 0.291, 0.294, 0.378, 0.985, 0.378, -0.332, 0.068, 0.349, 0.027, 0.376, 0.291, 0.491, 0.642, 0.481, 0.340, 0.423, 0.314, 0.678, 0.979, -0.403, 0.951, 0.446, 0.403, 0.369, 0.483, 0.222, 0.403, 0.182, -0.045, 0.260, -0.299, 0.628, -0.498, -0.279, -0.240, -0.017, 0.314, 0.230, -0.433, 0.738, -0.326, 0.642, -0.556, -0.302, -0.298, 0.315, 0.172, 0.035, -0.229, 0.317, -0.358, 0.540, -0.546, -0.156, -0.292, 0.249, 0.047, 0.330, -0.552, 0.360, -0.361, 0.613, -0.490, -0.141, -0.322, 0.316, 0.302, 0.260, -0.165, 0.225, -0.301, 0.617, -0.490, -0.332, -0.187, 0.113, 0.298, 0.229], "total_charge": 0, "smiles": "CCP(CC)[C@](O[C@](CCC(=O)O)(PP(=O)(O)O)S(C)(=O)=O)(/C(Cl)=C(/C)Cl)[C@@](CCCS(=O)(=O)O)(NO)P(=O)(O)O.O=C1OC[C@@H](F)O1.O=C1OC[C@@H](F)O1.O=C1OC[C@@H](F)O1.O=C1OC[C@@H](F)O1.O=C1OC[C@@H](F)O1", "spin_multiplicity": 1, "total_energy_ha": -7142.8756}

---

Record 2
{"formula": "C32H50F2O10S5", "method": "the ωB97M-V functional and the def2-TZVPD basis", "elements": ["F", "C", "C", "C", "C", "C", "C", "H", "H", "H", "H", "H", "F", "C", "C", "C", "C", "C", "C", "H", "H", "H", "H", "H", "C", "C", "C", "S", "O", "O", "C", "H", "H", "H", "H", "H", "H", "H", "H", "C", "C", "C", "S", "O", "O", "C", "H", "H", "H", "H", "H", "H", "H", "H", "C", "C", "C", "S", "O", "O", "C", "H", "H", "H", "H", "H", "H", "H", "H", "C", "C", "C", "S", "O", "O", "C", "H", "H", "H", "H", "H", "H", "H", "H", "C", "C", "C", "S", "O", "O", "C", "H", "H", "H", "H", "H", "H", "H", "H"], "coordinates": [[26.92900, 2.74800, 28.82500], [27.82700, 2.88300, 29.93400], [27.41600, 2.54600, 31.23000], [28.19700, 2.65500, 32.35900], [29.53400, 3.10200, 32.14700], [29.95300, 3.56300, 30.87400], [29.14400, 3.33800, 29.67200], [26.46600, 1.94800, 31.30300], [27.75400, 2.34500, 33.28500], [30.09200, 3.29800, 33.07700], [30.98600, 3.73500, 30.80900], [29.54900, 3.72200, 28.76700], [18.13000, 5.41300, 32.09400], [18.06800, 6.39000, 33.10600], [18.65900, 6.07500, 34.34400], [18.63900, 7.07400, 35.42500], [18.11300, 8.38800, 35.19600], [17.59400, 8.58800, 33.87300], [17.58900, 7.65600, 32.84600], [19.04300, 5.06000, 34.65800], [19.15200, 6.88100, 36.42400], [17.89100, 9.09900, 36.12400], [17.13200, 9.60200, 33.50700], [17.16600, 8.01700, 31.99200], [22.62800, 7.70300, 28.71800], [21.71800, 6.79700, 27.80300], [22.58600, 6.22800, 26.92200], [23.75800, 7.36400, 26.39900], [23.20700, 8.01000, 25.24100], [25.03300, 6.73800, 26.41100], [23.66800, 8.39600, 27.79200], [23.12400, 7.17200, 29.55800], [22.17500, 8.53100, 29.12400], [21.17100, 7.49900, 27.21300], [20.98200, 6.25100, 28.63300], [22.24700, 5.72300, 25.95300], [23.04900, 5.28800, 27.55600], [23.41100, 9.34700, 27.34600], [24.59900, 8.64400, 28.37700], [17.78700, 2.80800, 29.17000], [18.85800, 3.72000, 28.45500], [19.26500, 3.14800, 27.22200], [17.75700, 2.69100, 26.49800], [17.72900, 1.45300, 25.81600], [17.34300, 3.87400, 25.84400], [16.84000, 2.53500, 27.99400], [17.30700, 3.25400, 29.98300], [18.38700, 1.82700, 29.45300], [19.70200, 4.07000, 29.07300], [18.47600, 4.69800, 28.45200], [19.84500, 2.42500, 27.32400], [19.85900, 3.70700, 26.53500], [16.49000, 1.66600, 27.90600], [15.97200, 3.10800, 28.03000], [26.28100, 5.91800, 34.81300], [25.66200, 4.65900, 35.34700], [26.37100, 4.22600, 36.45100], [28.02200, 4.72400, 36.13800], [28.76800, 3.46800, 35.81700], [28.46800, 5.54400, 37.16400], [27.69600, 5.70100, 34.69900], [26.04900, 6.63400, 35.37300], [25.69900, 6.14500, 33.88900], [25.67200, 3.84700, 34.63300], [24.61500, 4.67400, 35.41400], [26.26900, 3.23800, 36.52200], [25.93100, 4.56300, 37.32300], [28.03900, 5.01000, 33.79200], [28.44400, 6.52200, 34.81700], [22.10400, 1.71300, 32.17600], [20.93100, 2.52400, 32.85800], [21.47300, 3.70400, 33.32700], [22.61400, 4.37700, 32.06500], [23.62800, 5.20600, 32.60500], [21.75100, 4.86000, 30.99200], [23.11800, 2.72800, 31.58700], [21.63000, 0.88100, 31.46200], [22.58900, 1.28900, 32.97600], [20.54600, 2.02400, 33.66300], [20.00700, 2.59700, 32.07100], [22.08400, 3.46200, 34.12700], [20.82500, 4.55200, 33.46200], [24.29900, 2.62800, 31.90600], [22.91300, 2.69700, 30.53400], [21.56600, 8.25100, 33.60300], [22.18000, 8.46300, 32.24800], [23.13700, 9.48000, 32.23800], [23.90200, 9.19800, 33.84500], [23.95100, 10.51600, 34.42400], [25.14700, 8.53300, 33.61800], [22.62800, 8.21100, 34.59600], [20.93900, 7.32100, 33.47200], [20.92400, 9.08200, 33.57900], [21.62200, 8.50600, 31.37400], [22.79200, 7.55400, 31.94700], [22.75200, 10.52900, 32.28300], [23.68500, 9.32400, 31.39200], [22.35500, 8.65700, 35.67400], [23.06700, 7.13200, 34.42900]], "mulliken_charge": [-0.306, 0.409, -0.144, -0.458, -0.495, -0.456, -0.559, 0.290, 0.545, 0.382, 0.422, 0.405, -0.184, 0.638, -0.381, -0.413, -0.625, -0.186, -0.728, 0.527, 0.334, 0.294, 0.223, 0.564, -0.241, -0.172, -0.421, 1.212, -0.681, -0.661, -0.943, 0.029, 0.393, 0.415, -0.286, 0.449, 0.148, 0.426, 0.393, -0.530, 0.073, -1.212, 1.178, -0.691, -0.661, -1.111, 0.346, 0.220, -0.188, 0.356, 0.782, 0.392, 0.644, 0.444, -0.639, -0.312, -1.193, 1.164, -0.664, -0.690, -0.105, 0.590, -0.033, 0.033, 0.488, 0.581, 0.456, -0.058, 0.444, -0.727, -0.418, 0.048, 1.010, -0.614, -0.536, -0.478, 0.287, 0.335, 0.678, -0.110, 0.526, -0.686, -0.136, 0.524, 0.079, -0.261, -1.376, 1.228, -0.751, -0.613, -0.187, -0.482, 0.566, 0.900, -0.477, 0.364, 0.667, 0.410, -0.032], "de_lowest_ev": 0.000, "total_charge": 0, "smiles": "O=S1(=O)CCCC1.O=S1(=O)CCCC1.O=S1(=O)CCCC1.O=S1(=O)CCCC1.O=S1(=O)CCCC1.Fc1ccccc1.Fc1ccccc1", "spin_multiplicity": 1, "total_energy_ha": -4191.9062}

---

no.,frontier orbital gap (eV),HOMO (eV),largest force on an atom (eV Å⁻¹)
1,7.4,-7.37,2.74
2,9.2,-9.48,9.45